1.
{
  "formula": "C8H7BF4N3O5PdS",
  "method": "wB97M-V/def2-TZVPD",
  "species": ["Pd", "S", "F", "F", "F", "F", "O", "O", "O", "O", "O", "N", "N", "N", "C", "C", "C", "C", "C", "C", "C", "C", "B", "H", "H", "H", "H", "H", "H", "H"],
  "positions_angstrom": [[1.6648, 0.3841, 0.5960], [-0.9327, -1.4929, -1.3723], [3.1311, 2.5034, 0.0930], [2.3483, 3.8954, -1.6004], [2.0341, 1.5973, -1.6974], [0.8767, 2.8330, -0.1609], [-0.7936, -2.9083, -1.1742], [-0.4509, 0.6540, 1.5624], [-0.6842, -0.9722, -2.6842], [4.5044, -1.1147, 3.2042], [2.6579, -0.1679, 2.3434], [4.2566, -1.0593, 0.9729], [-0.1024, -0.6680, -0.2273], [3.7023, -0.3673, -0.1120], [-0.9067, 0.0004, 0.6154], [-4.8769, -0.6671, -0.6383], [-2.5348, -0.9614, -0.7982], [-3.7932, -1.2508, -1.2832], [-4.6964, 0.1808, 0.4536], [-3.4226, 0.4568, 0.9336], [-2.3522, -0.1343, 0.2905], [3.7980, -0.7640, 2.2728], [2.0915, 2.7562, -0.8702], [5.2441, -1.2555, 0.9363], [-5.5604, 0.6248, 0.9323], [-3.2461, 1.1108, 1.7776], [4.1578, 0.5211, -0.3046], [-5.8788, -0.8747, -0.9927], [-3.9321, -1.9079, -2.1323], [3.6962, -0.9521, -0.9355]],
  "forces_ev_per_angstrom": [[0.480, -0.321, 0.137], [0.087, -0.033, 0.019], [-0.070, 0.025, -0.062], [0.028, -0.126, 0.084], [0.025, 0.077, 0.071], [0.086, -0.003, -0.086], [-0.023, -0.054, -0.014], [0.104, 0.179, -0.226], [-0.015, 0.007, -0.035], [-0.089, 0.048, 0.000], [-0.196, -0.050, 0.104], [0.058, -0.256, -0.043], [0.012, 0.097, 0.157], [-0.363, 0.286, -0.023], [-0.141, -0.128, 0.074], [-0.021, 0.027, 0.043], [0.075, 0.087, 0.086], [0.022, -0.086, -0.105], [-0.001, -0.016, 0.002], [-0.032, -0.032, -0.018], [-0.004, -0.009, 0.053], [0.003, -0.003, -0.001], [0.007, 0.110, -0.060], [0.065, 0.108, -0.017], [0.013, -0.008, -0.020], [-0.038, -0.013, -0.006], [0.049, 0.025, -0.072], [0.004, 0.015, 0.007], [0.011, 0.031, 0.014], [-0.135, 0.016, -0.061]],
  "total_charge": -1,
  "spin_multiplicity": 3,
  "s_squared": 2.00,
  "e_tot_ev": -48986.7134
}

=====

2.
{
  "formula": "C8H7BrN2O2",
  "method": "wB97M-V/def2-TZVPD",
  "species": ["Br", "O", "O", "N", "N", "C", "C", "C", "C", "C", "C", "C", "C", "H", "H", "H", "H", "H", "H", "H"],
  "positions_angstrom": [[0.4474, -3.1473, 1.3573], [-1.4285, 0.5579, -1.9322], [-0.0067, 1.8465, -3.1162], [0.1649, -0.3767, 1.0667], [0.6574, 1.1020, -1.0543], [-2.0558, -1.5629, 1.0865], [2.7550, 0.8056, -2.1101], [-1.4159, -0.2228, -0.7817], [-2.3522, -1.0372, -0.2688], [2.0927, 0.9431, -1.0029], [-0.1406, 1.2006, -2.1426], [-0.2426, -0.0428, -0.0452], [-0.6376, -1.4850, 1.6842], [-0.6619, -1.2658, 2.8395], [2.4453, 1.0880, 0.0702], [-3.3069, -1.3927, -0.6630], [-2.3273, -2.5947, 1.3242], [-2.6355, -1.0573, 1.8339], [2.2122, 0.7481, -3.0534], [3.7690, 0.4496, -2.2151]],
  "forces_ev_per_angstrom": [[-0.588, 0.715, 0.269], [0.885, -0.778, 0.855], [0.315, 0.386, -1.411], [0.177, -1.351, 0.804], [-2.042, -3.389, 3.251], [0.833, -1.306, 1.975], [0.830, -1.325, -1.838], [-1.992, 0.070, -1.980], [0.463, -0.301, -0.190], [-1.605, 1.121, 2.280], [-1.191, -0.041, 0.997], [3.620, 3.751, -1.312], [0.777, 1.730, 0.694], [0.146, -0.883, -2.392], [-0.209, -0.641, -1.745], [0.401, 0.707, -0.380], [-0.403, -0.137, -0.856], [-0.754, 0.824, 0.232], [-0.004, 0.179, 0.232], [0.340, 0.671, 0.516]],
  "total_charge": 0,
  "smiles": "C=Cn1c(=O)oc2c1=N[C@H](Br)CC=2",
  "de_lowest_kj_mol": 0.0
}

=====

3.
{
  "formula": "C8H7ClF9NOPS",
  "method": "wB97M-V/def2-TZVPD",
  "species": ["Cl", "S", "P", "F", "F", "F", "F", "F", "F", "F", "F", "F", "O", "N", "C", "C", "C", "C", "C", "C", "C", "C", "H", "H", "H", "H", "H", "H", "H"],
  "positions_angstrom": [[-3.6243, 2.9705, -1.4976], [-4.8001, -0.0653, 1.2374], [-2.3899, 2.5283, 0.1247], [2.2498, 0.9985, 2.2429], [1.2476, 3.9453, 1.4392], [0.4153, 1.3589, -0.8912], [-0.3494, 4.0868, -0.9480], [2.3024, 2.4961, -0.2516], [0.4824, -0.2571, 1.3861], [2.4912, -0.1656, 0.3513], [-1.2467, 4.7347, 1.0892], [-0.2633, 2.3518, 2.2296], [-0.6401, -3.6891, -0.5880], [-3.3898, 2.5175, 1.5719], [1.1389, 1.8443, 0.2108], [0.8261, -3.6206, -2.4581], [1.5633, 0.5691, 1.0961], [0.3445, 2.9223, 1.0854], [-0.8647, 3.6378, 0.2747], [0.4943, -3.8322, -1.0047], [-4.0481, 1.3833, 1.4623], [1.6212, -4.2273, -0.0877], [1.5577, -2.8160, -2.5592], [-1.9318, 1.1833, -0.0592], [2.3868, -3.4483, -0.0846], [1.2190, -4.5440, -2.8881], [-0.0797, -3.3403, -2.9991], [1.2374, -4.3452, 0.9274], [2.0501, -5.1774, -0.4121]],
  "forces_ev_per_angstrom": [[1.791, -0.268, 1.761], [2.324, 4.722, 0.910], [-2.654, -0.611, 0.074], [-2.119, -0.956, -2.374], [-2.386, -2.524, -0.472], [0.864, 1.147, 1.953], [-1.576, -0.980, 2.408], [-2.679, -1.761, 0.801], [2.198, 2.011, -0.386], [-2.158, 1.376, 1.424], [0.512, -2.148, -2.001], [1.333, 0.996, -2.207], [0.419, 0.081, -0.144], [-0.282, -3.350, -2.543], [1.643, -0.047, -0.311], [-0.370, 0.098, -0.099], [2.008, -1.107, 0.090], [-0.013, 1.295, 0.520], [1.668, 2.575, 0.799], [-0.550, 0.031, 0.222], [-0.400, -1.229, -0.320], [-0.247, -0.008, 0.319], [0.153, -0.181, -0.051], [-0.073, 0.778, -0.144], [0.128, -0.160, -0.124], [0.185, 0.128, 0.001], [0.092, -0.055, 0.077], [0.023, 0.006, -0.132], [0.167, 0.142, -0.055]],
  "total_charge": 1,
  "e_tot_ev": -69041.0170
}

=====

4.
{
  "formula": "C8H7F4O8P",
  "method": "wB97M-V/def2-TZVPD",
  "species": ["P", "F", "F", "F", "F", "O", "O", "O", "O", "O", "O", "O", "O", "C", "C", "C", "C", "C", "C", "C", "C", "H", "H", "H", "H", "H", "H", "H"],
  "positions_angstrom": [[-1.3017, 0.1417, -2.6759], [1.5467, 0.3363, -3.5373], [1.2280, 1.3238, -1.6202], [0.7275, 3.7134, -3.3380], [1.8406, 2.5411, -4.8096], [-2.0169, -1.4484, 1.0686], [-2.1843, 0.7220, -1.5151], [-0.3787, -0.9287, -1.9535], [-2.5551, -1.8756, 3.6083], [1.8636, -0.6039, 4.5486], [2.3780, -0.1127, 2.0191], [-0.3953, 1.3931, -3.1501], [-2.0332, -0.4355, -3.7984], [0.9628, 1.3868, -2.9468], [-1.3348, -1.4592, 3.2998], [1.5837, 2.6935, -3.4907], [0.2074, -0.7502, 1.4097], [-0.3773, -1.2579, 4.2136], [-1.0951, -1.2260, 1.8339], [0.9351, -0.7991, 3.7898], [1.1651, -0.5459, 2.3244], [2.5125, 2.9003, -2.9709], [2.8661, -0.0579, 2.8621], [-0.3780, -1.6913, -2.5427], [-0.5374, -1.4235, 5.2692], [0.3630, -0.5761, 0.3539], [-2.5506, -0.0187, -1.0177], [-3.0415, -1.9413, 2.7661]],
  "forces_ev_per_angstrom": [[-1.111, -0.543, -1.076], [0.108, -0.078, 0.050], [0.148, -0.040, 0.020], [-0.049, 0.076, 0.151], [-0.088, 0.048, 0.038], [-0.373, 0.011, -0.048], [0.493, 0.515, 0.150], [0.218, 0.259, 0.063], [-0.025, -0.003, -0.085], [0.205, 0.084, -0.060], [0.025, -0.006, 0.080], [0.387, -0.432, 0.529], [0.141, 0.065, -0.025], [-0.429, 0.661, 0.080], [0.011, -0.047, 0.279], [0.031, -0.297, -0.384], [-0.191, -0.029, -0.134], [0.166, 0.041, 0.095], [0.529, 0.200, -0.237], [-0.381, -0.145, 0.243], [-0.024, 0.028, -0.271], [0.191, 0.092, 0.139], [0.053, 0.003, 0.075], [0.221, -0.340, -0.014], [-0.025, -0.013, -0.001], [0.030, -0.008, 0.019], [-0.205, -0.083, 0.394], [-0.054, -0.017, -0.069]],
  "total_charge": 0,
  "smiles": "O=P(O)(O)OC(F)(F)C(F)F.O=C1C=C(O)C(=O)C=C1O",
  "e_tot_ev": -44951.3359
}

=====

5.
{
  "formula": "C8H7F5OSi",
  "method": "wB97M-V/def2-TZVPD",
  "species": ["Si", "F", "F", "F", "F", "F", "O", "C", "C", "C", "C", "C", "C", "C", "C", "H", "H", "H", "H", "H", "H", "H"],
  "positions_angstrom": [[1.4145, 0.3976, 0.8620], [3.6301, -1.2819, 1.4663], [2.6147, -1.8440, -0.2976], [-1.0770, 3.1606, -2.0359], [3.8091, -0.0948, -0.3042], [1.3043, 3.1431, 1.3925], [-0.3751, 2.0761, -2.6884], [2.0738, 2.0377, 1.0502], [-2.6051, -0.1036, 0.0635], [-2.7440, -1.4799, -0.0856], [-0.2858, -0.3960, 0.5812], [2.8994, -0.7752, 0.4045], [-0.4651, -1.7781, 0.6018], [-1.3762, 0.4457, 0.5266], [-1.7163, -2.3673, 0.2546], [-3.4660, 0.4090, -0.2549], [-1.9234, -3.3890, 0.1916], [3.0720, 2.2539, 0.8563], [-3.7157, -1.8299, -0.4650], [-0.2069, 2.2988, -3.6181], [-1.1276, 1.6121, 0.6635], [0.2661, -2.4950, 0.8352]],
  "forces_ev_per_angstrom": [[0.437, 0.821, -0.105], [-0.713, 0.543, 0.093], [-1.026, -1.121, -1.017], [0.751, -0.724, -1.408], [0.347, 0.684, -0.434], [0.744, -0.928, -0.320], [-0.205, -0.452, 1.367], [-3.498, -1.414, 0.179], [1.559, -0.550, 0.654], [-0.051, -0.150, 0.074], [1.259, 0.078, 1.702], [1.261, 0.173, 1.296], [-2.277, -1.139, -0.990], [-0.673, 2.552, -1.354], [0.600, 3.304, 0.089], [-0.651, 1.373, 0.090], [0.249, -1.500, 0.114], [1.644, 0.448, -0.051], [0.575, -0.052, 0.232], [-0.546, 1.147, 0.081], [-1.196, -2.726, -0.483], [1.411, -0.367, 0.192]],
  "total_charge": 0,
  "smiles": "F/C=[Si](\\c1ccccc1)C(F)(F)F.OF",
  "de_lowest_kj_mol": 316.4
}

=====

6.
{
  "formula": "C8H7FeN13",
  "method": "wB97M-V/def2-TZVPD",
  "species": ["Fe", "N", "N", "N", "N", "N", "N", "N", "N", "N", "N", "N", "N", "N", "C", "C", "C", "C", "C", "C", "C", "C", "H", "H", "H", "H", "H", "H", "H"],
  "positions_angstrom": [[-0.0131, 0.0188, -0.0197], [-3.3155, 2.2565, -0.7094], [1.5675, 0.4847, -2.3304], [2.9116, -2.4565, 1.4389], [0.3975, 0.7707, -1.7040], [-1.4899, 2.1366, -2.2476], [1.5711, 1.1287, -3.4403], [1.6806, -1.0337, 0.1705], [-2.5593, 0.9373, 0.8348], [0.4570, 1.8428, -3.6029], [-3.5358, 1.6887, 0.4767], [0.3157, -2.1718, 3.4298], [-1.6274, 0.9928, -0.1508], [-0.3976, -0.8058, 1.7644], [-2.1337, 1.8243, -1.0959], [0.6516, -1.6385, 2.1927], [1.7150, -1.7551, 1.3772], [-0.9155, -1.6777, 3.7573], [3.6008, -2.1731, 0.2934], [-1.3311, -0.8483, 2.7293], [2.8328, -1.3050, -0.4643], [-0.2680, 1.6198, -2.5271], [3.0561, -0.8699, -1.4252], [4.5706, -2.5921, 0.0870], [-1.9267, 2.7630, -2.9065], [-2.2483, -0.2881, 2.6431], [0.8724, -2.8017, 3.9804], [-1.4132, -1.9358, 4.6763], [3.2140, -3.0586, 2.1845]],
  "forces_ev_per_angstrom": [[-0.121, 0.173, -0.182], [0.173, 0.200, -0.508], [0.099, 0.170, -0.386], [0.059, 0.092, -0.215], [-0.538, 0.127, 0.295], [-0.005, 0.007, -0.008], [0.237, -0.285, 0.264], [-0.070, -0.001, 0.068], [-0.370, 0.220, -0.025], [-0.503, 0.275, 0.009], [0.153, -0.275, 0.326], [-0.208, 0.122, -0.011], [0.437, 0.019, -0.450], [0.079, -0.017, -0.046], [-0.276, -0.241, 0.677], [0.482, -0.150, -0.203], [-0.337, -0.059, 0.422], [0.228, -0.225, 0.168], [0.073, -0.208, 0.288], [-0.115, 0.202, -0.237], [-0.170, 0.208, -0.195], [0.686, -0.347, -0.059], [-0.009, -0.022, 0.047], [-0.007, 0.019, -0.027], [-0.011, 0.016, -0.017], [0.045, -0.028, 0.006], [-0.045, -0.001, 0.046], [-0.021, 0.021, -0.015], [0.055, -0.012, -0.031]],
  "total_charge": 1,
  "spin_multiplicity": 6,
  "s_squared": 8.81,
  "e_tot_ev": -62157.0396
}